{
  "formula": "C2H3BiLiO2",
  "method": "ωB97M-V with the def2-TZVPD basis set",
  "de_lowest_kcal_mol": 0.0,
  "total_charge": 2,
  "multiplicity": 2,
  "energy_ha": -449.84019,
  "homo_energy_ev": [-18.00, -19.50],
  "orbital_gap_ev": [5.33, 6.86],
  "elements": ["H", "O", "C", "C", "O", "Li", "Bi", "H", "H"],
  "xyz": [[3.715, -0.025, -0.476], [-1.411, 0.521, -0.604], [-1.398, -0.703, -0.260], [-0.222, -1.140, 0.421], [0.663, -0.228, 0.678], [-0.719, 1.749, 0.675], [1.894, 0.475, -0.740], [-2.252, -1.379, -0.399], [0.116, -2.176, 0.299]]
}


{
  "formula": "C2H3Br2Cl3Si",
  "method": "ωB97M-V with the def2-TZVPD basis set",
  "de_lowest_kcal_mol": 0.0,
  "smiles": "Cl[Si](Cl)(Cl)[C@@H](Br)CBr",
  "multiplicity": 1,
  "energy_ha": -6896.24349,
  "homo_energy_ev": -10.15,
  "orbital_gap_ev": 10.50,
  "elements": ["C", "C", "Si", "Cl", "Cl", "Cl", "Br", "Br", "H", "H", "H"],
  "xyz": [[1.388, 0.414, 0.509], [-0.007, 0.649, -0.566], [-1.181, -0.743, -0.134], [-2.822, -0.959, -1.402], [-0.215, -2.507, -0.164], [-2.076, -0.552, 1.706], [2.549, -0.848, -0.300], [-0.584, 2.433, -0.049], [0.835, 0.197, 1.466], [1.962, 1.360, 0.554], [0.151, 0.555, -1.621]]
}


{
  "formula": "C2H3Br2FSi",
  "method": "ωB97M-V with the def2-TZVPD basis set",
  "de_lowest_kcal_mol": 50.8,
  "smiles": "F[SiH](Br)Br.C#C",
  "multiplicity": 1,
  "energy_ha": -5615.44940,
  "homo_energy_ev": -10.93,
  "orbital_gap_ev": 11.23,
  "elements": ["C", "C", "F", "Si", "Br", "Br", "H", "H", "H"],
  "xyz": [[2.546, 0.333, 0.852], [2.159, 1.362, 1.283], [-3.131, -0.589, -1.703], [-1.670, -0.642, -0.899], [-2.001, -2.416, 0.333], [-1.446, 1.177, 0.260], [-0.934, -0.968, -2.072], [2.790, -0.472, 0.201], [1.687, 2.215, 1.746]]
}


{
  "formula": "C2H3Br2N",
  "method": "ωB97M-V with the def2-TZVPD basis set",
  "de_lowest_kcal_mol": 23.6,
  "multiplicity": 1,
  "energy_ha": -5280.73129,
  "homo_energy_ev": -10.24,
  "orbital_gap_ev": 10.40,
  "elements": ["C", "C", "N", "Br", "Br", "H", "H", "H"],
  "xyz": [[-0.647, 0.561, 0.434], [-0.636, -0.603, -0.432], [0.216, 0.945, 1.212], [-2.271, 1.606, -0.076], [-1.788, -2.097, 0.098], [0.694, -0.982, -0.537], [-0.706, -0.514, -1.549], [0.215, 1.781, 1.772]]
}


{
  "formula": "C2H3Br2NO4S2",
  "method": "ωB97M-V with the def2-TZVPD basis set",
  "de_lowest_kcal_mol": 38.9,
  "total_charge": -2,
  "multiplicity": 1,
  "energy_ha": -6377.98140,
  "homo_energy_ev": [-0.18, -0.28],
  "orbital_gap_ev": [5.28, 5.39],
  "elements": ["C", "C", "N", "O", "O", "O", "O", "S", "S", "Br", "Br", "H", "H", "H"],
  "xyz": [[1.749, 1.504, 0.622], [-1.161, 0.675, -0.516], [0.109, -1.530, 0.567], [2.235, -1.928, -0.831], [0.153, -1.044, -1.995], [-2.441, -1.487, 0.498], [-1.237, 0.114, 1.954], [1.037, -1.016, -0.758], [-1.249, -0.664, 0.746], [3.617, 1.121, 0.458], [-2.649, 1.799, -0.292], [1.303, 0.889, 1.443], [-0.220, 1.246, -0.390], [-1.246, 0.322, -1.507]]
}


{
  "formula": "C2H3BrCl3N",
  "method": "ωB97M-V with the def2-TZVPD basis set",
  "de_lowest_kcal_mol": 49.7,
  "multiplicity": 1,
  "energy_ha": -4087.25872,
  "homo_energy_ev": [-8.28, -8.28],
  "orbital_gap_ev": [8.34, 8.34],
  "elements": ["C", "C", "N", "Cl", "Cl", "Cl", "Br", "H", "H", "H"],
  "xyz": [[-1.530, 0.496, -0.402], [-1.806, -1.200, 1.148], [-2.770, 0.707, -0.978], [-0.363, -0.398, -1.297], [-0.385, -1.792, 2.017], [-2.637, -2.466, 0.330], [-3.029, -0.398, 2.612], [-1.465, 1.191, 0.421], [-3.527, 1.104, -0.403], [-3.169, 0.274, -1.721]]
}